[1]
A molecular structure, C24H28AuN4O3S, computed with ωB97M-V with the def2-TZVPD basis set.

```
61
Properties=species:S:1:pos:R:3:lowdin_charge:R:1
Au -1.99094 -0.44615 -2.62177 1.2724
S -2.54426 -3.52810 -2.51120 0.7905
O -3.26662 -3.44087 -1.26088 -0.5121
O -3.91054 -0.48542 -3.11304 -0.1633
O -5.65312 0.85679 -3.47987 0.1455
N -1.79668 -2.35047 -3.04334 -0.5444
N -2.33814 1.59408 -2.58609 -0.0387
N -0.02149 -0.43909 -2.04818 -0.0666
N -1.91590 -0.31307 -0.02466 0.0565
C 2.23587 -0.54197 -2.80230 0.0302
C -2.56086 -0.45376 2.26649 0.0278
C -1.89116 3.88619 -2.23091 -0.0200
C -0.26626 -0.48724 1.67409 0.0491
C 4.17880 -0.54247 -1.13017 -0.5546
C -0.63691 -0.39545 0.34198 -0.2010
C 0.38142 -0.42412 -0.75668 -0.1483
C 0.88147 -0.51380 -3.03628 -0.0907
C -3.23003 4.18309 -2.45436 -0.0051
C -1.47397 2.57274 -2.30546 -0.0851
C -2.01928 -0.65263 5.07688 -0.0588
C 4.44554 -1.79422 -0.27948 -0.0281
C 1.73964 -0.45339 -0.48683 0.0575
C -2.84917 -0.35586 0.91374 -0.0892
C -1.23643 -0.51420 2.67759 -0.1357
C 2.70171 -0.50817 -1.49176 -0.1234
C 0.04418 0.61207 4.48663 -0.0354
C -4.50561 0.69233 -3.17762 -0.5479
C -3.62550 1.86914 -2.81912 -0.1663
C 4.51969 0.71774 -0.32041 -0.0310
C 0.00767 -1.89470 4.33600 -0.0340
C 5.06818 -0.58883 -2.37189 -0.0561
C -0.81435 -0.61257 4.13794 -0.5572
C -4.11140 3.15894 -2.76028 0.0413
H 4.16798 -2.70254 -0.81643 0.0981
H 3.89608 -1.77274 0.66263 0.0817
H -0.56704 -2.77730 4.05115 0.0971
H 0.33245 0.57155 5.53773 0.0932
H -0.50855 1.53860 4.32217 0.0946
H -1.66953 -0.72542 6.10661 0.0926
H 0.95940 0.64987 3.89346 0.0786
H 3.96437 0.76513 0.61722 0.0810
H -5.16024 3.32155 -2.96504 0.1376
H -2.62552 0.25163 4.99885 0.0913
H -0.44455 2.28509 -2.14024 0.1150
H 4.30786 1.62309 -0.89183 0.0954
H -1.17394 4.66077 -2.00151 0.1197
H -2.65518 -1.51827 4.88380 0.0930
H -3.37471 -0.49180 2.97465 0.1131
H 4.88349 -1.48154 -2.97197 0.0931
H -3.87657 -0.31678 0.57001 0.1237
H 6.11274 -0.61421 -2.06294 0.0947
H -3.57805 5.20556 -2.39865 0.1253
H 2.90497 -0.59979 -3.64668 0.1180
H 0.48507 -0.55678 -4.04109 0.1199
H 2.06466 -0.44206 0.54058 0.1070
H 5.50807 -1.85171 -0.04194 0.0958
H 0.28446 -1.99407 5.38620 0.0933
H 5.58201 0.71461 -0.07502 0.0957
H 4.93388 0.29256 -3.00185 0.0930
H 0.77176 -0.55701 1.95962 0.1029
H 0.92913 -1.88454 3.75174 0.0780
```

Results
HOMO = -12.5 eV
energy relative to the best compared isomer or geometry (same formula, charge and spin) = 0.0 kJ/mol
multiplicity = 1
charge = +1
LUMO level = -3.79 eV
total energy = -1909.752766 a.u.

---

[2]
A molecular structure, C49H47AlFN5SSb, computed with ωB97M-V with the def2-TZVPD basis set.

```
105
Properties=species:S:1:pos:R:3:lowdin_charge:R:1
Sb 0.40600 -3.07502 -0.09803 1.6281
S -0.15560 -0.22142 2.37007 0.8723
Al 0.95210 -0.38062 0.38257 0.1601
F -2.09840 -1.96812 0.49877 -0.0272
N -2.09120 1.55308 2.29747 0.1329
N 2.55790 -0.29852 -0.52353 -0.0362
N -0.18870 2.16058 0.73477 -0.0343
N 0.96940 1.48978 0.32967 0.0166
N -1.57680 0.66688 0.15837 0.0439
C 0.29300 3.33058 2.90507 -0.3540
C -0.83200 4.88088 -0.48613 -0.0666
C -3.06610 -4.56102 -2.42953 -0.0696
C -3.16610 -1.15252 0.28887 -0.1753
C -0.61570 -3.39172 -2.93743 -0.1375
C -0.20020 -3.58622 1.88917 -0.4130
C -2.92330 0.19958 0.08007 -0.1595
C 4.52410 -1.05962 -1.68143 -0.0814
C 3.75230 3.66868 0.73387 -0.0762
C -2.16450 1.97038 -2.60503 -0.3637
C -4.02710 1.02658 -0.10773 -0.0217
C -5.30380 0.49368 -0.13193 -0.0555
C 3.69140 5.98758 0.13457 -0.0758
C -4.43120 -1.69782 0.28657 0.0146
C 4.27840 1.28428 -1.24643 -0.0191
C -1.23770 4.06408 -1.49093 -0.0287
C -0.99540 -3.64482 -1.62763 -0.3446
C 2.14700 4.43948 -0.86593 -0.0399
C -0.12550 3.41098 1.44967 -0.1363
C 1.76050 3.72838 3.09637 -0.0343
C 1.74350 -4.76842 -0.30773 -0.3314
C -0.45760 4.57478 0.86037 0.0012
C -2.22380 -4.23182 -1.37953 -0.1257
C 2.17090 2.01808 -0.18043 -0.1670
C 5.01850 0.27848 -1.75843 -0.0721
C 3.01010 1.03488 -0.63023 -0.2112
C 1.92050 -5.61292 0.77807 -0.1150
C 4.25350 4.94978 0.86077 -0.0730
C -1.44460 -3.74192 -3.99073 -0.0729
C 0.64480 -3.08842 2.87027 -0.2422
C -1.18180 1.94718 -0.32443 -0.1114
C -0.74740 -4.02862 4.57607 -0.0649
C 3.34260 -1.27852 -1.06813 -0.1714
C -3.46050 2.61208 -3.10323 -0.0450
C -1.09030 1.00648 1.52137 -0.7606
C -1.57780 -4.55252 3.60027 -0.0630
C 0.37410 -3.30052 4.20977 -0.0755
C -2.67660 -4.32282 -3.73683 -0.0715
C 3.22090 -7.10732 -0.57513 -0.0722
C -1.51340 2.66388 -1.41653 -0.1267
C -1.30440 -4.33012 2.25987 -0.1069
C -1.12840 1.90068 -3.73163 -0.0406
C -0.54400 4.22748 3.82757 -0.0599
C 2.65070 5.72218 -0.73953 -0.0714
C -5.50980 -0.86042 0.06837 -0.0539
C 2.65720 -6.77822 0.64587 -0.0690
C 2.65470 3.40588 -0.09013 -0.2000
C 3.05970 -6.25742 -1.65743 -0.0739
C 2.32440 -5.09012 -1.52523 -0.1321
H -0.86500 2.89258 -4.08703 0.0829
H -0.75270 5.93388 -0.71833 0.1156
H -3.87870 2.08808 -0.23313 0.1145
H -4.03040 -5.00642 -2.22653 0.1098
H 2.43230 2.98628 2.67857 0.0684
H 1.52890 -2.52332 2.57407 0.0850
H -6.14730 1.14618 -0.28843 0.1130
H -3.33160 -4.58412 -4.55593 0.1095
H -6.50700 -1.26582 0.05627 0.1134
H 5.08420 5.13798 1.52497 0.1099
H 1.47650 -5.37102 1.73447 0.0860
H 1.96430 3.81188 4.16027 0.0902
H -3.31530 3.64298 -3.41143 0.0798
H 5.97140 0.46488 -2.22593 0.1047
H 4.21270 2.85568 1.27807 0.1268
H -2.39830 0.94248 -2.31393 0.1279
H -1.96030 -4.75082 1.51327 0.0860
H 4.08420 6.98918 0.22577 0.1051
H -0.97220 -4.18872 5.62067 0.1096
H 1.96230 4.68978 2.62857 0.0882
H 2.95190 -2.28762 -0.96663 0.0479
H 2.78470 -7.43122 1.49767 0.1100
H -1.13360 -3.55772 -5.00943 0.1096
H 0.20020 2.29378 3.24537 0.0891
H -2.55350 2.36468 1.90867 0.1168
H 2.20090 -4.43702 -2.37973 0.0927
H -1.53580 1.33658 -4.56693 0.0859
H 3.78180 -8.02402 -0.68363 0.1090
H 4.62080 2.30538 -1.29363 0.1133
H 1.03200 -2.89242 4.96267 0.1131
H 2.23720 6.51678 -1.34263 0.1058
H -4.55880 -2.75262 0.46327 0.1224
H -0.25010 5.26898 3.71557 0.0833
H 5.09510 -1.87532 -2.09543 0.1002
H 3.50580 -6.50732 -2.60943 0.1088
H -1.47050 4.52818 -2.43793 0.1172
H 1.36960 4.23368 -1.58543 0.1037
H -0.22260 1.40888 -3.38173 0.0845
H -1.90160 1.62968 3.28537 0.1000
H -0.36460 5.44198 1.49977 0.1261
H -0.33810 3.93888 4.85607 0.0884
H -4.23730 2.57758 -2.34423 0.0637
H -2.54160 -4.43072 -0.36713 0.0740
H -2.44460 -5.13442 3.88077 0.1101
H -3.82430 2.05458 -3.96343 0.0884
H -1.61440 4.14318 3.65007 0.0758
H 0.33530 -2.91362 -3.14023 0.0947
```

Results
HOMO = -8.2 eV
energy relative to the best compared isomer or geometry (same formula, charge and spin) = 604.4 kJ/mol
multiplicity = 1
charge = +1
LUMO level = -2.85 eV
total energy = -3149.650614 a.u.

---

[3]
A gas-phase ion, C3H10NS6 (charge +1), computed with ωB97M-V with the def2-TZVPD basis set.

```
20
Properties=species:S:1:pos:R:3:lowdin_charge:R:1
S -1.33786 -0.32071 1.34674 0.4607
S 1.46778 1.41527 -1.10911 0.5302
S 0.50588 -1.20465 0.23903 0.6866
S -2.33147 2.41327 -0.12595 0.3208
S -2.10457 0.46229 -0.52781 0.1786
S 1.76177 1.84739 0.79408 0.4552
N 0.66212 -0.32775 -1.08162 -0.9768
C 0.24813 -0.74052 -2.39864 -0.2396
C -2.40763 -1.68158 1.72480 -0.3921
C 3.42868 1.21722 0.99302 -0.4234
H -3.51085 -1.56358 1.84936 0.0954
H -0.04293 0.12000 -3.02127 0.0727
H -1.91580 -2.38376 2.31457 0.0342
H -3.63670 2.29298 0.46704 -0.0933
H 3.30736 0.13434 0.79926 0.0307
H -2.38585 -2.13202 0.74579 0.0161
H 3.89961 1.63550 0.22553 -0.0386
H 3.88510 1.35399 2.01218 0.0850
H -0.63500 -1.41081 -2.27095 0.0845
H 1.14223 -1.12689 -2.97605 0.1132
```

Results
HOMO = -12.6 eV
energy relative to the best compared isomer or geometry (same formula, charge and spin) = 0.0 kJ/mol
multiplicity = 1
charge = +1
LUMO level = -4.56 eV
total energy = -2563.853343 a.u.

---

[4]
C2H3BrClP in the gas phase, computed with ωB97M-V with the def2-TZVPD basis set.

```
8
Properties=species:S:1:pos:R:3:lowdin_charge:R:1
Br 0.44727 -2.04594 -0.55454 0.6294
Cl -1.58082 -0.20869 1.67360 0.5122
P 1.73913 0.81919 -0.07498 0.8353
C 0.38045 -0.17259 -0.17654 -1.2106
C -0.98526 0.35089 0.06355 -0.7347
H -1.70658 -0.01255 -0.66927 0.0628
H -0.98307 1.44153 0.09231 0.0548
H 2.68888 -0.17184 -0.35412 -0.1492
```

Results
HOMO = -9.5 eV
energy relative to the best compared isomer or geometry (same formula, charge and spin) = 0.0 kJ/mol
SMILES = [H]/P=C(\Br)CCl
multiplicity = 1
charge = 0
LUMO level = -0.59 eV
total energy = -3453.522394 a.u.

---

[5]
A molecular structure, C33H38N7O3RuS2, computed with ωB97M-V with the def2-TZVPD basis set.

```
84
Properties=species:S:1:pos:R:3:lowdin_charge:R:1
Ru 0.86939 1.58755 -0.25638 1.3044
S 2.38312 1.21926 -2.05555 0.9162
S -0.43800 3.59869 -1.68021 0.6554
O 0.13091 4.16568 -0.45598 -0.3031
O 0.48001 3.47314 -2.77411 -0.3063
O -2.70612 0.69275 -1.18669 0.1259
N -0.87085 2.08509 -1.17602 -0.2393
N 4.92331 1.91436 -2.04537 0.1809
N 3.77440 2.33033 -0.10043 0.0524
N 0.18850 2.23293 1.60905 -0.0340
N 2.59694 2.30438 0.60375 -0.0733
N 1.26883 -0.22214 0.89542 0.0403
N 0.14594 -0.16035 -1.34145 -0.0589
C 3.56572 3.66364 2.43555 0.0432
C -3.80569 5.30003 -3.15082 -0.0116
C -0.75256 -1.11119 -3.31982 0.0596
C -1.68820 -4.75718 -2.55195 -0.0492
C 1.44295 -3.09394 5.13030 -0.0452
C -0.55855 -3.89506 3.87458 -0.0258
C -1.06626 2.18841 2.04142 -0.0447
C 1.84980 -1.19792 2.99888 0.0535
C -0.03358 -1.31180 -0.70358 -0.1779
C -4.16561 2.99483 -2.49527 0.0333
C 0.52444 -1.31175 0.62465 -0.1616
C 0.38674 -2.34095 1.53050 0.0919
C 1.13784 2.84512 2.35218 -0.2246
C -1.44365 2.76158 3.25380 0.0283
C 1.75482 -4.61350 3.17087 -0.0129
C -1.59540 -3.49505 -3.41502 -0.5515
C -0.98145 -2.33055 -2.67079 -0.0973
C -3.01646 -3.09587 -3.85095 -0.0164
C -4.63389 4.18729 -3.04139 -0.0029
C -2.19919 1.75126 -1.44670 -0.4778
C 1.92925 -0.19162 2.06475 -0.0767
C -2.47823 5.25268 -2.73816 0.0004
C -0.72920 -3.82599 -4.64305 -0.0211
C 1.03436 -2.30784 2.76450 -0.1059
C -0.20769 -0.05522 -2.63444 -0.1510
C -2.85348 2.94033 -2.07277 -0.1274
C 0.83961 3.39447 3.57817 0.0520
C 3.79578 1.87048 -1.36631 -0.6956
C -0.47966 3.36110 4.03457 0.0277
C 0.90762 -3.45627 3.74145 -0.5509
C -2.03213 4.06158 -2.20292 -0.2212
C 2.48377 2.91203 1.74390 -0.2166
C -0.60683 -2.39991 -1.33220 0.1042
H -3.00736 -2.22708 -4.51167 0.0876
H -1.83444 6.11722 -2.82710 0.1365
H -2.10576 -5.56775 -3.14629 0.1019
H 5.78226 2.29509 -1.67507 0.1496
H 1.22631 -3.90691 5.82079 0.1016
H 1.61111 3.85121 4.18220 0.1344
H -5.65908 4.24836 -3.38020 0.1294
H -0.68800 -2.99703 -5.35141 0.0857
H 3.83966 3.15485 3.36386 0.1280
H 0.96216 -2.19553 5.52472 0.0973
H -1.15106 -4.68504 -5.16221 0.1027
H -3.47904 -3.92397 -4.38614 0.1036
H 4.59784 2.71507 0.33775 0.1595
H 3.20436 4.65831 2.70027 0.1242
H 2.42874 -1.10703 3.90614 0.1264
H -4.19424 6.22132 -3.56294 0.1303
H -0.63236 -4.67174 4.63372 0.1025
H -0.99566 -0.97880 -4.36452 0.1392
H -4.80321 2.12598 -2.39946 0.1382
H -2.47725 2.72042 3.56778 0.1376
H -1.19534 -3.06217 4.17946 0.0993
H 4.46840 3.79914 1.84847 0.0874
H 2.79707 -4.31452 3.04620 0.0977
H 1.37568 -4.94868 2.20352 0.0905
H -0.95521 -4.31011 2.94692 0.0824
H -0.73849 3.80665 4.98583 0.1407
H -0.04253 0.89490 -3.12368 0.0991
H 1.72310 -5.45481 3.86267 0.1062
H -1.77874 1.66496 1.41692 0.1277
H 2.56716 0.65411 2.24831 0.1013
H -0.23303 -3.18736 1.27419 0.1281
H -0.74693 -3.31860 -0.78363 0.1171
H -2.34972 -4.61252 -1.69431 0.0947
H -3.63841 -2.85201 -2.98778 0.0980
H 2.52585 -2.95702 5.12744 0.0913
H 0.29268 -4.07240 -4.34869 0.0985
H 4.93447 1.59038 -3.00209 0.1396
H -0.70239 -5.08185 -2.20992 0.0952
```

Results
HOMO = -16.8 eV
energy relative to the best compared isomer or geometry (same formula, charge and spin) = 140.1 kJ/mol
multiplicity = 1
charge = +3
LUMO level = -10.65 eV
total energy = -2779.682606 a.u.

---

[6]
A gas-phase ion, C7H7ClNO2S (charge +1), computed with ωB97M-V with the def2-TZVPD basis set.

```
19
Properties=species:S:1:pos:R:3:lowdin_charge:R:1
Cl 2.06171 2.20256 1.68429 0.9072
S 2.97169 -0.54351 1.57395 1.1896
O 0.74847 1.17176 -0.90436 -0.0111
O -0.47243 -0.92738 1.62588 0.1839
N -1.25051 0.24731 -0.16407 -0.0484
C 2.44570 -1.61188 0.27396 -0.2757
C -0.67727 1.12624 -1.16825 -0.0533
C 1.52808 -1.09001 -0.49522 -0.0279
C 1.09699 0.27603 -0.00491 -0.4911
C -2.69607 0.07933 -0.05582 0.0564
C -0.42631 -0.24612 0.66474 -0.3873
C 2.02857 0.71530 1.01445 -0.9171
H -1.04431 2.16625 -1.04466 0.1558
H -3.23834 1.03029 -0.30031 0.1339
H 2.68099 -2.55339 0.58416 0.0594
H -0.82311 0.60191 -2.30092 0.2147
H -3.04373 -0.19490 0.85897 0.0736
H 0.96575 -1.75176 -1.10993 0.1444
H -2.85587 -0.69804 -0.73196 0.0931
```

Results
HOMO = -14.0 eV
multiplicity = 1
charge = +1
LUMO level = -5.68 eV
total energy = -1334.199426 a.u.